No. 1
Here is a structure of composition C20H22FN2OS3V at a distorted geometry from the OMol25 dataset. Energies are from ωB97M-V with the def2-TZVPD basis set.

- HOMO-LUMO gap (spin up / spin down): 6.72 / 7.15 eV
- Charge: -1
- ⟨S²⟩: 0.78
- Electronic energy: -87034.299 eV
- Multiplicity: 2

Last column: Mulliken charge in e.
Positions of all 50 atoms, in Å:
V -1.10870 -0.96191 0.42307  -0.6612
C -1.26193 -2.36731 -1.19712  -0.2224
C -1.72540 -1.17548 -1.86086  -1.3201
C -0.57508 -0.40848 -2.19519  0.1215
C 0.59224 -1.08491 -1.64476  -0.3264
C 0.15896 -2.31485 -1.05787  -1.0314
H -1.86460 -3.24934 -1.07259  0.5380
H -2.77685 -1.02303 -1.96493  0.5573
H -0.48181 0.57476 -2.61849  0.5220
H 1.60852 -0.68337 -1.71142  0.4002
H 0.79325 -2.95268 -0.40616  0.6593
S -3.36411 -1.06570 0.94578  -0.4945
C -3.63172 0.67940 0.67496  0.5982
S -2.31384 1.52688 -0.05903  -0.3477
C -4.87702 1.30666 0.95372  0.3799
C -5.03478 2.70422 0.89493  -0.0140
N -5.20340 3.87018 0.76880  -0.5827
C -5.98246 0.59551 1.39791  0.1419
N -7.02623 0.16330 1.70800  -0.6135
C 1.83542 0.94639 2.50934  -1.5411
C 0.63604 1.30161 1.71609  0.6584
C 0.82687 2.69474 1.00581  -1.3095
O 0.33551 0.29642 0.68025  0.0382
H 2.17805 1.77614 3.18755  0.4098
H 2.74689 0.61956 1.96927  0.2936
H 1.64428 0.13374 3.24069  0.3560
H -0.22894 1.18562 2.41232  0.1376
H 0.11149 3.40695 1.42282  0.3056
H 0.58665 2.49405 0.00394  0.2724
H 1.91861 2.98315 1.07419  0.3805
C 1.50386 2.58486 -4.34339  -0.5243
S 2.87795 1.59255 -5.03591  -0.0810
C 4.19129 2.75179 -4.51939  -0.7333
H 1.88639 3.28448 -3.55038  0.2055
H 0.67081 1.94467 -4.07327  0.1169
H 1.19017 3.20055 -5.24470  0.3010
H 4.31437 3.49356 -5.34543  0.2522
H 5.11888 2.20755 -4.47317  0.3035
H 3.86533 3.24450 -3.59523  0.2195
F 1.64999 -5.24280 3.71038  -0.3386
C 1.09174 -4.11441 3.24463  0.3843
C 1.88233 -3.17017 2.55267  -0.9943
C 1.10764 -2.23759 1.80905  -0.0632
C -0.25254 -2.15713 1.75570  0.8458
C -0.94401 -3.01191 2.59634  -0.4141
C -0.30524 -4.05175 3.23483  -0.6236
H 2.91693 -3.08741 2.60389  0.5172
H 1.64479 -1.46785 1.19142  0.5838
H -2.00874 -2.85096 2.72958  0.3604
H -0.91787 -4.88472 3.55137  0.3764

---

No. 2
Here is a cluster of 2 separate species, C5H8ClNO in total at a distorted geometry from the OMol25 dataset. Energies are from ωB97M-V with the def2-TZVPD basis set.

- HOMO-LUMO gap (spin up / spin down): 8.80 / 7.89 eV
- Electronic energy: -21370.269 eV

Last column: Mulliken charge in e.
Positions of all 16 atoms, in Å:
C -1.59188 0.87391 -1.17165  0.2347
C 0.63319 -0.58537 -0.84448  -1.4972
C -0.09132 1.74931 1.37296  -0.7764
C -0.60935 -1.09331 -0.12325  0.1552
C -1.57587 0.06926 -0.02024  0.1803
N -1.48199 1.48396 -2.17408  -0.4610
O -1.10979 -2.22693 -0.74580  -0.5264
Cl -3.07386 -0.27085 0.84046  -0.1505
H 0.89922 -0.80616 -1.85783  0.4806
H 1.48983 -1.03181 -0.35308  0.3631
H 0.72059 0.43548 -0.72649  0.3697
H 0.61301 0.88308 1.21179  0.2500
H -0.69411 1.79274 2.31412  0.3210
H -0.17034 2.45626 0.54162  0.3377
H -0.37458 -1.40226 0.89304  0.3505
H -0.83764 -2.07934 -1.70303  0.3686

---

No. 3
Here is a structure of composition C42H40N6O3STi from the OMol25 dataset. Energies are from ωB97M-V with the def2-TZVPD basis set.

- HOMO-LUMO gap: 7.38 eV
- Charge: +2
- Electronic energy: -93228.538 eV

Last column: Mulliken charge in e.
Positions of all 93 atoms, in Å:
Ti 0.27131 0.19587 -0.44659  0.3945
O 0.09509 0.22590 1.31663  -0.3252
C -0.66403 0.74878 2.39975  2.6513
C -1.67758 1.67897 1.73290  -1.9058
C -2.49273 0.97324 0.68803  -0.1181
C -3.84235 0.76444 0.90105  -1.0273
C -4.61769 0.23849 -0.11541  -1.1111
C -4.02879 0.01861 -1.34603  -0.7543
C -2.67260 0.24366 -1.52093  0.6748
C -2.12645 0.24503 -2.92795  -1.8410
C -0.84317 -0.53746 -3.20582  2.0378
O 0.04290 -0.12218 -2.16258  0.2390
C -0.27953 -0.08810 -4.54932  -0.0122
C 0.50056 1.06250 -4.62495  -0.1726
C 0.97250 1.51066 -5.84981  -1.1533
C 0.65587 0.82143 -7.01192  -0.5962
C -0.13404 -0.31581 -6.94266  -1.0809
C -0.59792 -0.77209 -5.71650  -0.1854
C -0.96314 -2.05201 -3.13931  -0.2536
C 0.18816 -2.80489 -3.37831  0.0100
C 0.14808 -4.18649 -3.35527  -1.0317
C -1.05040 -4.84326 -3.08983  -0.6865
C -2.19787 -4.10633 -2.85356  -0.9728
C -2.15458 -2.71393 -2.88207  -0.0331
N -1.88902 0.63497 -0.48074  0.6420
C -1.36387 -0.36555 3.16852  0.0972
C -2.31446 -0.03887 4.13394  -0.5777
C -2.95530 -1.03459 4.85230  -0.8775
C -2.64761 -2.37047 4.62435  -0.7033
C -1.68279 -2.69855 3.68706  -1.0317
C -1.04162 -1.69823 2.96536  0.0606
C 0.30703 1.48162 3.32014  -0.7737
C 1.30632 0.73490 3.94748  -0.4674
C 2.20892 1.34256 4.80425  -0.6172
C 2.11659 2.70855 5.05885  -0.6741
C 1.12456 3.45511 4.44475  -0.7714
C 0.22336 2.84425 3.57533  0.0420
H -2.35140 2.11447 2.46712  0.9651
H -1.13345 2.48954 1.24346  0.4118
H -4.27408 1.02934 1.85560  0.5449
H -5.67323 0.05274 0.03278  0.4679
H -4.62237 -0.29753 -2.19275  0.5038
H -2.90842 -0.06382 -3.62046  0.4931
H -1.89993 1.28884 -3.16531  0.6521
H 0.74203 1.61740 -3.72587  0.2632
H 1.58321 2.40269 -5.89788  0.4535
H 1.02108 1.17120 -7.96798  0.4294
H -0.38852 -0.85558 -7.84492  0.4421
H -1.20579 -1.66766 -5.67748  0.5047
H 1.11410 -2.29587 -3.62259  0.5512
H 1.04397 -4.75678 -3.56552  0.4895
H -1.08961 -5.92478 -3.09001  0.4629
H -3.13830 -4.60886 -2.66866  0.4872
H -3.07176 -2.16380 -2.72168  0.4131
H -2.54540 0.99818 4.34952  0.3894
H -3.69044 -0.76815 5.60003  0.4670
H -3.14767 -3.14617 5.18820  0.4410
H -1.41816 -3.73541 3.52219  0.4922
H -0.26599 -1.95511 2.25873  0.6401
H 1.35871 -0.33367 3.77541  0.4796
H 2.96959 0.75019 5.29583  0.4616
H 2.80327 3.17925 5.75023  0.5202
H 1.03345 4.51377 4.65193  0.4726
H -0.55078 3.44939 3.12055  0.4892
O 2.42434 0.10792 -0.86366  -0.6201
C 3.12959 -1.02310 -0.32692  -1.3877
C 2.18707 -2.18190 -0.14614  0.4357
C 2.62961 -3.47202 0.08701  -1.0521
C 1.69124 -4.47518 0.26503  -0.8116
C 0.34113 -4.16339 0.18855  -1.2677
C -0.01996 -2.85552 -0.05283  -0.5122
N 0.88752 -1.88183 -0.20243  2.8556
H 2.37540 0.03982 -1.83107  0.3425
H 3.53130 -0.70261 0.63438  0.2398
H 3.96291 -1.28403 -0.97818  0.6245
H 3.68998 -3.68371 0.12286  0.5822
H 2.01005 -5.49230 0.45025  0.4836
H -0.42264 -4.91872 0.30171  0.6724
H -1.06132 -2.56724 -0.13280  0.5816
C 3.79208 4.67944 2.67052  -1.1889
C 2.76683 4.55669 1.61089  0.9002
N 2.14235 5.53098 1.03371  -0.8559
N 1.33235 4.92605 0.12356  0.2980
C 1.45340 3.60211 0.09892  0.4128
S 0.61105 2.61483 -1.01543  -0.5768
N 2.36640 3.34609 1.06241  0.5618
N 2.80828 2.07453 1.41393  -0.5778
H 3.84010 5.71726 2.98883  0.3563
H 4.77445 4.38894 2.29391  0.3586
H 3.54526 4.04901 3.52530  0.1771
H 0.73926 5.48034 -0.47466  0.1603
H 2.43247 1.83787 2.33087  -0.0205
H 3.82170 2.08519 1.44981  0.3459